The following is a quantum chemistry calculation of C4H6S3 in the gas phase in a non-equilibrium geometry, from the Open Molecules 2025 dataset.

Cartesian coordinates (Å):
C (-2.695742, 0.112788, -0.102895)
C (-1.710682, -0.108324, 0.511762)
C (-0.431087, -0.256567, 1.112091)
C (0.733712, -0.206255, -0.107744)
S (0.530725, -1.708820, -0.968095)
S (0.342074, 1.120206, -1.347925)
S (2.366401, -0.001930, 0.782368)
H (-3.548859, 0.050769, -0.610567)
H (-0.404057, 0.651000, 1.782433)
H (-0.395832, -0.978915, 1.872751)
H (1.084532, -1.189929, -2.073407)
H (1.040028, 2.076398, -0.622239)
H (3.088783, 0.439578, -0.228538)

Force components x, y, z for each atom (eV/Å):
C 1.0 -0.2 0.9
C 0.5 -0.6 0.2
C 1.3 3.1 -0.6
C -4.1 1.5 0.5
S 0.6 -1.4 -0.4
S 0.7 0.6 0.9
S 1.8 -0.8 2.9
H -2.9 0.2 -1.7
H 0.9 -0.3 -0.8
H 0.5 -1.9 0.3
H 0.2 -0.3 -0.2
H -0.4 -0.4 -0.4
H -0.1 0.3 -1.4

The HOMO energy (alpha / beta) is -4.8213 / -9.1447 eV. The relative energy (zero: lowest compared OMol25 entry of this formula, charge and spin) is 2.664 eV. Its expectation value of S² is 2.0091. As for the net charge: 0. The spin multiplicity is 3. The HOMO-LUMO gap (alpha / beta) is 5.28 / 5.75 eV.

---

The following is a quantum chemistry calculation of 9 unconnected molecules or ions with the total composition C45H61FN10O2 in a non-equilibrium geometry, from the Open Molecules 2025 dataset.

Cartesian coordinates (Å):
C (0.234522, -0.002742, -4.131809)
C (-0.644271, -1.305296, -4.119113)
C (-0.430563, -2.066973, -2.766125)
O (-1.577961, -2.155289, -1.930978)
C (-2.191624, -0.906422, -1.720324)
C (-2.737211, -0.757499, -0.258674)
C (-3.800482, 0.330111, -0.388791)
N (-4.555772, 1.148841, -0.442365)
C (-3.519229, -2.001133, 0.253987)
C (-2.663377, -3.210622, 0.656060)
F (-2.845854, -4.202606, -0.341942)
C (-1.672268, -0.189726, 0.749472)
C (-1.609994, 1.314285, 0.524499)
N (-1.401244, 2.368390, 0.192741)
C (-0.239306, -0.786364, 0.640103)
C (0.846464, 0.278770, 0.936114)
C (2.239122, -0.378146, 1.189412)
O (2.706714, -0.890104, -0.067063)
H (1.128607, -0.172906, -4.752578)
H (-0.343184, 0.815322, -4.598127)
H (0.524239, 0.340022, -3.126435)
H (-0.272001, -1.964980, -4.920619)
H (-1.695089, -1.077352, -4.344915)
H (0.457503, -1.630877, -2.268589)
H (-0.158604, -3.106001, -3.022827)
H (-3.032108, -0.699474, -2.408900)
H (-1.461485, -0.081647, -1.855108)
H (-4.317263, -2.259091, -0.461492)
H (-4.056290, -1.667091, 1.165090)
H (-1.581394, -3.033825, 0.695941)
H (-2.988224, -3.698350, 1.588120)
H (-2.017049, -0.301217, 1.794357)
H (0.010878, -1.231920, -0.331021)
H (-0.148163, -1.600342, 1.385533)
H (0.970827, 0.923844, 0.052766)
H (0.638203, 0.862377, 1.852226)
H (2.926456, 0.422849, 1.511296)
H (2.114237, -1.160037, 1.956946)
H (2.774533, -1.850901, -0.003384)
N (-4.822251, -5.037189, -2.903388)
C (-3.989185, -4.040714, -3.329374)
C (-4.350243, -3.708651, -4.609815)
C (-5.448950, -4.535270, -4.967533)
C (-5.717945, -5.341921, -3.893308)
H (-4.781457, -5.476746, -2.001030)
H (-3.214132, -3.657374, -2.686278)
H (-3.879723, -2.955734, -5.222055)
H (-5.980663, -4.536859, -5.905333)
H (-6.465433, -6.104178, -3.748099)
N (-1.720483, -4.050478, 4.370096)
C (-0.407573, -4.395984, 4.540824)
C (0.249745, -3.312789, 5.062209)
C (-0.705240, -2.272826, 5.217430)
C (-1.911521, -2.758781, 4.784744)
H (-2.434201, -4.651799, 3.998673)
H (-0.056281, -5.379648, 4.276236)
H (1.298671, -3.271013, 5.307282)
H (-0.527577, -1.282095, 5.603765)
H (-2.885255, -2.299298, 4.735165)
N (2.828777, 4.057217, 0.580283)
C (2.769424, 4.292076, 1.927345)
C (4.051649, 4.315766, 2.409023)
C (4.920665, 4.091626, 1.308953)
C (4.136958, 3.938653, 0.195467)
H (2.034474, 3.983803, -0.031404)
H (1.821768, 4.420415, 2.424093)
H (4.335138, 4.477626, 3.436230)
H (5.997579, 4.048689, 1.332133)
H (4.395789, 3.755432, -0.834171)
N (3.736303, 5.924692, 6.102587)
C (4.196287, 7.139310, 6.534872)
C (3.246731, 8.079945, 6.235325)
C (2.168764, 7.406353, 5.601944)
C (2.499323, 6.079223, 5.537080)
H (4.229963, 5.054523, 6.187692)
H (5.156504, 7.228187, 7.015195)
H (3.316182, 9.134432, 6.447564)
H (1.255132, 7.846269, 5.236425)
H (1.964364, 5.233217, 5.138140)
N (4.482749, 0.810919, -5.193125)
C (4.275848, -0.178387, -6.115647)
C (4.123930, 0.413103, -7.341870)
C (4.249659, 1.815247, -7.151178)
C (4.472937, 2.028296, -5.816568)
H (4.621235, 0.665346, -4.208672)
H (4.253735, -1.214063, -5.819636)
H (3.944260, -0.102180, -8.272389)
H (4.184847, 2.580728, -7.907680)
H (4.624052, 2.937373, -5.258704)
N (-0.500160, -6.766177, 9.640450)
C (-0.716647, -7.731226, 8.695423)
C (-0.869627, -7.107833, 7.484675)
C (-0.734848, -5.711366, 7.706885)
C (-0.505373, -5.532776, 9.045231)
H (-0.358702, -6.936170, 10.619869)
H (-0.744216, -8.773839, 8.965534)
H (-1.056396, -7.599197, 6.543080)
H (-0.798835, -4.928509, 6.968169)
H (-0.346677, -4.638353, 9.624447)
N (2.329726, 2.143954, -10.258241)
C (3.144521, 3.144221, -10.714759)
C (2.764179, 3.446948, -11.995661)
C (1.673515, 2.599695, -12.323725)
C (1.427844, 1.809991, -11.231478)
H (2.385114, 1.719988, -9.347810)
H (3.922853, 3.551972, -10.091412)
H (3.217019, 4.193924, -12.627229)
H (1.130964, 2.573429, -13.254807)
H (0.692319, 1.040970, -11.063203)
N (-4.509401, 3.299380, 3.332872)
C (-4.593210, 3.538600, 4.677436)
C (-3.319856, 3.574005, 5.179082)
C (-2.433177, 3.352980, 4.092438)
C (-3.196266, 3.189887, 2.963203)
H (-5.292848, 3.216795, 2.709044)
H (-5.549198, 3.660816, 5.159059)
H (-3.052929, 3.741180, 6.210156)
H (-1.355923, 3.318710, 4.133318)
H (-2.911391, 2.997629, 1.944954)

Force components x, y, z for each atom (eV/Å):
C -0.8 0.0 -0.7
C 1.1 0.3 0.5
C 0.1 -0.7 -1.4
O 0.1 0.4 0.1
C 0.2 0.9 0.6
C -1.2 0.7 -0.6
C 3.8 -4.2 0.5
N -3.2 3.3 -0.3
C 0.2 0.5 1.1
C -0.3 -0.8 -1.0
F 0.1 0.1 0.4
C -0.1 0.9 -0.1
C 0.1 -4.3 0.5
N 0.4 3.1 -0.7
C 0.6 0.3 0.6
C 1.0 -0.8 0.5
C -1.1 0.8 -0.6
O 0.1 -0.6 0.4
H -0.2 0.2 0.4
H 0.4 -0.2 0.1
H 0.0 -0.2 -0.3
H -0.3 0.3 0.2
H 0.3 -0.2 0.3
H -0.5 0.0 0.2
H -0.3 0.3 0.4
H 0.3 -0.4 0.1
H -0.3 -0.3 -0.1
H 0.5 -0.2 0.1
H 0.2 -0.1 -0.4
H -0.4 0.2 0.0
H 0.0 0.4 -0.2
H 0.0 -0.1 -0.5
H -0.5 0.2 0.2
H -0.1 0.4 -0.3
H -0.2 0.1 0.5
H -0.2 0.0 -0.6
H -0.1 -0.5 0.1
H 0.4 0.2 -0.2
H 0.1 0.3 -0.1
N -0.1 0.0 -0.1
C 0.1 0.1 0.1
C 0.0 0.0 0.1
C -0.1 0.0 0.0
C 0.0 -0.1 0.0
H 0.1 0.1 0.0
H 0.0 0.0 -0.1
H 0.0 0.0 0.0
H 0.0 0.0 0.0
H 0.0 0.0 0.0
N 0.1 0.1 0.0
C 0.0 0.0 -0.2
C 0.1 0.0 -0.1
C 0.0 0.1 0.0
C -0.1 0.0 -0.1
H 0.0 0.0 0.1
H 0.0 0.0 0.0
H 0.0 0.0 0.0
H 0.0 0.0 0.0
H 0.0 0.0 0.0
N 0.1 0.0 0.0
C -0.1 -0.1 0.0
C -0.1 0.0 0.0
C 0.1 0.0 -0.1
C 0.0 0.0 -0.1
H 0.0 0.0 0.1
H 0.0 0.0 0.0
H 0.0 0.1 0.0
H 0.0 0.0 0.0
H 0.0 0.0 0.0
N 0.0 0.0 0.0
C 0.1 0.0 0.0
C 0.1 0.0 0.0
C -0.1 0.0 0.0
C 0.0 -0.1 0.0
H 0.0 0.1 0.0
H 0.0 0.0 0.0
H 0.0 0.0 0.0
H 0.0 0.0 0.0
H 0.0 0.0 0.0
N 0.0 0.0 -0.1
C -0.1 -0.1 0.1
C 0.0 -0.1 0.0
C 0.0 0.1 0.0
C 0.0 0.0 0.1
H 0.0 0.0 -0.1
H 0.0 0.0 0.0
H 0.1 0.0 0.0
H 0.1 0.0 0.0
H 0.0 0.0 0.0
N 0.0 0.0 -0.1
C 0.0 -0.1 0.1
C 0.0 -0.1 0.0
C 0.0 0.1 0.0
C 0.0 0.0 0.1
H 0.0 0.0 -0.1
H 0.0 0.0 0.0
H 0.0 0.0 0.0
H 0.0 0.0 0.1
H 0.0 0.0 0.0
N 0.0 0.0 0.0
C 0.0 0.0 0.1
C 0.1 0.1 0.0
C -0.1 -0.1 0.0
C 0.0 -0.1 0.0
H 0.0 0.1 0.0
H 0.0 0.0 -0.1
H 0.0 0.0 0.0
H 0.0 0.0 0.0
H 0.0 0.0 0.0
N 0.0 0.0 0.0
C -0.1 0.0 0.0
C 0.0 0.0 0.1
C 0.0 -0.1 -0.1
C 0.0 -0.1 0.1
H 0.1 0.0 0.0
H 0.0 0.0 0.0
H 0.0 0.0 0.0
H 0.0 0.0 0.0
H -0.1 0.1 0.0

The HOMO energy is -8.1915 eV. As for the net charge: 0. Its SMILES is CCCOC[C@@](C#N)(CCF)[C@H](C#N)CCCO.c1cc[nH]c1.c1cc[nH]c1.c1cc[nH]c1.c1cc[nH]c1.c1cc[nH]c1.c1cc[nH]c1.c1cc[nH]c1.c1cc[nH]c1. The HOMO-LUMO gap is 8.36 eV.

---

What is the net charge in the second record? 0